Record 1
Here is 2 unconnected molecules or ions with the total composition C5H11N3O2S from OMol25. Energies are from the ωB97M-V functional and the def2-TZVPD basis.

For the energy above the lowest of the compared OMol25 structures with the same formula, charge and spin, the calculation gives 76.42 kcal per mole. The HOMO-LUMO gap is 9.4 eV. As for the charge: +2.

Last column: Mulliken charge in e.
Positions of all 22 atoms, in Å:
S (-1.447, -1.576, 2.034)  1.162
O (-0.281, -2.422, 2.142)  -0.431
O (-1.509, -0.270, 2.512)  -0.328
N (-0.202, 0.757, -2.233)  0.128
N (0.717, 0.081, -0.409)  0.375
N (-2.714, -2.507, 1.684)  -0.280
C (-1.150, 0.055, -1.529)  -0.555
C (0.957, 0.915, 0.788)  -0.708
C (0.885, 0.766, -1.602)  -0.259
C (-0.647, -0.451, -0.395)  -0.366
C (1.638, -1.122, -0.396)  -0.684
H (-2.663, -3.549, 1.611)  0.329
H (0.027, 1.400, 0.975)  0.351
H (1.382, -1.750, 0.605)  0.261
H (-2.110, 0.003, -1.934)  0.474
H (-3.710, -2.285, 1.524)  0.293
H (1.218, 0.158, 1.536)  0.386
H (1.761, 1.515, 0.467)  0.368
H (1.560, -1.889, -1.221)  0.348
H (1.788, 1.257, -1.875)  0.468
H (-0.313, 1.224, -3.132)  0.277
H (2.721, -0.827, -0.299)  0.391

Record 2
Here is C3H5NO2 in the gas phase from OMol25. Energies are from the ωB97M-V functional and the def2-TZVPD basis.

For the energy above the lowest of the compared OMol25 structures with the same formula, charge and spin, the calculation gives 130.42 kcal per mole. The HOMO-LUMO gap is 10.2 eV. As for the charge: 0. As for the SMILES: C1=NOCOC1.

Last column: Mulliken charge in e.
Positions of all 11 atoms, in Å:
O (0.495, -1.156, -0.416)  -0.378
O (-1.632, -0.250, -0.646)  -0.244
N (-1.285, 1.012, -0.127)  -0.415
C (1.010, 0.236, -0.332)  -0.309
C (0.043, 1.112, -0.150)  0.207
C (-0.740, -1.022, 0.205)  -0.310
H (1.665, 0.082, 0.616)  0.229
H (-0.786, -0.714, 1.234)  0.370
H (-1.144, -1.996, 0.261)  0.315
H (0.403, 2.231, 0.330)  0.226
H (1.972, 0.466, -0.975)  0.310

Record 3
Here is a molecular structure, C2H3F2NS from OMol25. Energies are from the ωB97M-V functional and the def2-TZVPD basis.

For the energy above the lowest of the compared OMol25 structures with the same formula, charge and spin, the calculation gives 86.11 kcal per mole. The HOMO-LUMO gap is 9.1 eV. As for the charge: 0.

Last column: Mulliken charge in e.
Positions of all 9 atoms, in Å:
S (-1.529, -1.869, -0.376)  -0.124
F (1.921, 0.593, 1.056)  -0.232
F (1.422, 1.861, -0.721)  -0.305
N (-0.769, -0.569, 0.497)  -0.312
C (0.129, -0.079, -0.428)  -0.053
C (0.838, 0.920, 0.273)  0.344
H (0.403, -0.275, -1.829)  0.317
H (-2.570, -1.895, 0.624)  0.181
H (0.155, 1.312, 0.905)  0.183

Record 4
Here is a molecular structure, C17H20I2NO5Ti from OMol25. Energies are from the ωB97M-V functional and the def2-TZVPD basis.

For the energy above the lowest of the compared OMol25 structures with the same formula, charge and spin, the calculation gives 2.40 kcal per mole. The HOMO-LUMO gap is 5.0 eV. As for the charge: +3.

Last column: Mulliken charge in e.
Positions of all 46 atoms, in Å:
I (-3.663, -6.303, -1.644)  0.285
I (1.993, -4.823, -0.410)  0.194
Ti (-0.221, -0.379, 0.675)  -0.067
O (-0.131, -0.269, 2.706)  0.074
O (0.375, -1.984, 0.256)  -0.559
O (1.730, 0.231, 1.066)  0.132
O (-1.311, 1.283, 1.099)  -0.181
O (0.231, 0.892, -0.861)  0.062
N (-2.003, -1.350, 0.139)  0.682
C (-0.975, -5.208, -0.933)  -0.136
C (-0.691, 0.935, 3.340)  -0.547
C (-4.319, -1.764, -0.297)  -1.484
C (-0.257, 2.275, -0.753)  -0.558
C (2.229, 0.201, 2.429)  -0.529
C (-2.307, -4.879, -1.010)  -0.426
C (2.474, 0.962, 0.055)  -0.528
C (-4.054, -3.072, -0.675)  -0.327
C (-3.284, -0.939, 0.100)  0.054
C (-0.409, -3.023, -0.170)  0.216
C (-1.560, 2.230, 0.018)  -0.589
C (-2.740, -3.555, -0.652)  0.329
C (0.011, -4.283, -0.508)  -0.618
C (1.215, -0.643, 3.182)  -0.523
C (-1.826, 1.414, 2.458)  -0.580
C (1.659, 0.778, -1.214)  -0.527
C (-1.752, -2.650, -0.235)  0.844
H (1.264, -0.503, 4.260)  0.470
H (3.467, 0.528, -0.066)  0.422
H (1.898, 1.511, -1.983)  0.470
H (1.768, -0.226, -1.621)  0.335
H (-4.862, -3.723, -0.987)  0.278
H (-1.039, 0.664, 4.336)  0.405
H (2.568, 2.000, 0.376)  0.383
H (3.212, -0.270, 2.458)  0.427
H (2.308, 1.227, 2.792)  0.378
H (-3.486, 0.081, 0.398)  0.542
H (0.494, 2.862, -0.225)  0.435
H (1.312, -1.700, 2.945)  0.329
H (-1.808, 3.208, 0.428)  0.534
H (0.098, 1.684, 3.408)  0.434
H (-0.398, 2.664, -1.760)  0.407
H (-2.389, 1.861, -0.585)  0.345
H (-2.075, 2.453, 2.667)  0.530
H (-2.718, 0.795, 2.551)  0.338
H (-5.329, -1.378, -0.308)  0.465
H (-0.655, -6.205, -1.204)  0.384

Which formula does entry 4 have?
C17H20I2NO5Ti